Record 1
{"formula": "C42H75F18N3O18", "method": "the ωB97M-V functional and the def2-TZVPD basis", "relative_energy_kj_mol": 43.6, "orbital_gap_ha": 0.3344, "total_charge": 0, "smiles": "CCOC(=O)C(F)(F)F.CCOC(=O)C(F)(F)F.CCOC(=O)C(F)(F)F.CCOC(=O)C(F)(F)F.CCOC(=O)C(F)(F)F.CCOC(=O)C(F)(F)F.COCCNCCOC.COCCNCCOC.COCCNCCOC", "homo_ev": -8.698, "e_tot_ev": -135006.1172, "multiplicity": 1, "species": ["C", "O", "C", "C", "N", "C", "C", "O", "C", "H", "H", "H", "H", "H", "H", "H", "H", "H", "H", "H", "H", "H", "H", "H", "C", "O", "C", "C", "N", "C", "C", "O", "C", "H", "H", "H", "H", "H", "H", "H", "H", "H", "H", "H", "H", "H", "H", "H", "C", "O", "C", "C", "N", "C", "C", "O", "C", "H", "H", "H", "H", "H", "H", "H", "H", "H", "H", "H", "H", "H", "H", "H", "C", "C", "O", "C", "O", "C", "F", "F", "F", "H", "H", "H", "H", "H", "C", "C", "O", "C", "O", "C", "F", "F", "F", "H", "H", "H", "H", "H", "C", "C", "O", "C", "O", "C", "F", "F", "F", "H", "H", "H", "H", "H", "C", "C", "O", "C", "O", "C", "F", "F", "F", "H", "H", "H", "H", "H", "C", "C", "O", "C", "O", "C", "F", "F", "F", "H", "H", "H", "H", "H", "C", "C", "O", "C", "O", "C", "F", "F", "F", "H", "H", "H", "H", "H"], "xyz": [[15.7488, 10.0323, 13.7345], [17.0259, 10.1381, 14.4011], [17.8346, 9.0307, 14.2762], [18.4908, 9.0108, 12.8705], [18.7088, 10.3479, 12.4936], [19.1944, 10.5320, 11.1401], [19.9172, 11.8104, 11.0738], [20.2803, 12.0996, 9.7258], [20.7904, 13.3905, 9.5633], [15.6677, 10.7177, 12.8891], [14.9629, 10.2868, 14.4815], [15.5628, 9.0297, 13.3126], [17.1680, 8.1806, 14.2970], [18.4767, 9.0898, 15.1353], [17.9298, 8.5314, 12.1161], [19.3863, 8.3488, 12.7603], [18.0355, 11.0126, 12.8326], [18.4138, 10.4731, 10.3107], [19.8854, 9.6452, 10.8636], [20.7831, 11.8261, 11.8248], [19.2842, 12.6355, 11.3961], [21.0073, 13.5662, 8.4701], [21.7019, 13.6805, 10.1293], [20.0615, 14.1808, 9.8476], [21.1510, 12.5600, 15.7615], [20.2859, 13.6850, 15.9108], [20.0195, 14.2242, 14.6175], [21.0461, 15.2381, 14.1539], [20.4665, 15.8868, 12.9793], [21.3959, 16.8353, 12.2756], [20.5176, 17.5044, 11.3119], [20.3745, 16.6074, 10.2084], [19.4132, 17.1114, 9.3000], [21.8513, 12.7054, 14.9366], [20.5518, 11.6271, 15.6387], [21.6652, 12.4865, 16.7375], [19.0239, 14.7022, 14.6617], [19.9395, 13.3702, 13.9307], [22.0410, 14.7917, 13.8852], [21.2143, 16.0109, 14.9813], [20.2411, 15.2352, 12.2766], [22.2669, 16.3456, 11.7927], [21.7780, 17.5276, 12.9881], [20.9683, 18.4366, 10.9052], [19.5614, 17.7793, 11.7665], [19.1002, 16.3327, 8.6431], [19.6969, 17.9880, 8.7138], [18.4988, 17.3208, 9.8520], [20.7809, 20.3180, 13.7717], [21.1029, 19.7516, 15.0055], [20.1768, 18.8261, 15.3987], [20.5881, 18.2309, 16.7123], [19.5507, 17.2695, 17.1742], [20.0800, 16.3832, 18.2040], [18.9706, 15.3768, 18.5710], [19.2906, 14.5550, 19.6866], [19.8572, 13.3189, 19.2790], [21.3767, 21.1892, 13.5269], [19.6980, 20.5592, 13.7672], [20.9274, 19.4930, 13.0154], [20.0657, 18.0099, 14.6928], [19.2042, 19.2488, 15.5725], [20.8405, 18.9728, 17.4888], [21.5670, 17.6763, 16.4936], [19.1496, 16.8419, 16.3729], [20.3212, 17.1190, 18.9812], [20.9959, 15.8641, 17.8919], [18.7537, 14.7076, 17.6916], [18.0224, 15.9775, 18.7669], [20.7839, 13.4440, 18.7384], [19.2448, 12.7201, 18.6378], [19.9417, 12.7315, 20.2035], [16.8295, 13.6312, 9.5633], [15.5675, 13.9232, 8.8317], [14.4718, 14.4947, 9.5570], [14.6703, 15.7475, 9.9550], [15.6688, 16.4194, 9.7714], [13.4542, 16.2699, 10.7368], [12.9403, 15.3534, 11.5780], [13.8256, 17.2921, 11.4227], [12.4244, 16.5987, 9.9459], [17.5404, 13.1851, 8.9292], [16.7529, 12.9087, 10.4628], [17.2519, 14.5033, 10.0713], [15.0892, 12.9980, 8.3916], [15.8276, 14.5249, 7.9319], [9.3112, 16.9502, 17.5249], [9.5467, 15.4981, 17.2810], [10.7687, 15.4411, 16.5557], [11.3224, 14.2095, 16.5032], [10.8471, 13.1563, 16.8764], [12.7068, 14.1948, 15.8199], [12.4593, 14.5137, 14.5598], [13.5721, 15.0115, 16.4526], [13.2044, 12.9263, 15.8410], [8.4579, 17.1256, 18.1324], [9.1417, 17.3866, 16.5347], [10.1696, 17.4462, 17.9899], [8.7144, 15.0208, 16.7920], [9.7403, 14.9582, 18.2015], [15.3768, 11.0934, 20.1812], [15.6784, 9.7166, 19.6547], [16.9421, 9.6700, 19.0108], [17.9919, 9.7568, 19.8176], [18.0948, 9.8676, 21.0225], [19.3131, 9.6407, 18.9031], [20.3476, 10.0405, 19.5708], [19.4637, 8.3859, 18.6061], [19.1632, 10.3552, 17.8062], [15.9930, 11.2582, 21.0467], [14.3140, 11.2041, 20.4002], [15.6229, 11.8056, 19.3617], [14.9388, 9.4378, 18.9005], [15.6887, 8.9805, 20.3940], [15.3303, 21.5037, 16.4196], [15.5189, 19.9780, 16.2720], [14.2234, 19.3568, 16.2044], [13.6738, 19.1029, 14.9739], [14.2448, 19.3577, 13.9148], [12.2761, 18.5515, 15.1355], [11.5047, 19.6198, 15.4013], [11.8495, 17.9840, 14.0297], [12.1887, 17.7352, 16.1719], [16.3591, 21.9234, 16.4780], [14.7884, 21.6146, 17.3676], [14.6983, 21.9431, 15.5967], [16.0150, 19.6102, 17.1527], [16.1034, 19.8144, 15.3323], [16.2065, 12.6726, 16.6792], [16.2776, 12.8874, 15.1986], [16.2997, 14.3478, 15.0030], [16.5260, 14.7731, 13.7716], [16.7376, 14.1428, 12.7860], [16.3763, 16.2925, 13.7960], [17.4310, 16.8682, 14.4476], [16.4185, 16.8261, 12.5585], [15.2382, 16.7490, 14.3565], [15.9480, 11.6602, 16.9956], [15.4280, 13.2653, 17.1054], [17.1243, 12.9770, 17.1283], [15.3344, 12.5144, 14.7417], [17.0199, 12.3614, 14.6790], [12.5782, 10.5268, 18.1122], [11.4858, 10.9213, 19.1331], [12.0149, 11.9919, 19.9510], [11.0674, 12.7527, 20.5235], [9.9259, 12.4313, 20.6679], [11.6460, 14.1054, 20.8655], [11.9313, 14.7608, 19.6881], [10.7561, 14.9614, 21.4458], [12.7932, 14.0730, 21.5732], [13.5090, 10.9828, 18.3657], [12.2687, 10.8807, 17.1645], [12.7724, 9.4362, 18.0598], [11.2366, 10.0586, 19.8135], [10.5299, 11.2378, 18.7363]], "lowdin_charge": [-0.067, -0.243, -0.200, -0.218, -0.066, -0.222, -0.257, -0.185, -0.137, 0.088, 0.094, 0.097, 0.110, 0.118, 0.090, 0.132, 0.098, 0.137, 0.150, 0.147, 0.100, 0.107, 0.092, 0.061, -0.089, -0.214, -0.220, -0.188, -0.040, -0.188, -0.260, -0.198, -0.101, 0.082, 0.091, 0.088, 0.108, 0.113, 0.128, 0.126, 0.075, 0.136, 0.094, 0.130, 0.123, 0.071, 0.093, 0.081, -0.090, -0.165, -0.294, -0.199, -0.062, -0.206, -0.214, -0.173, -0.108, 0.090, 0.098, 0.073, 0.100, 0.118, 0.128, 0.126, 0.068, 0.124, 0.110, 0.103, 0.140, 0.077, 0.051, 0.098, -0.080, -0.212, 0.044, -0.366, 0.143, -0.584, 0.152, 0.212, 0.169, 0.062, 0.099, 0.067, 0.143, 0.137, -0.052, -0.216, 0.020, -0.343, 0.150, -0.510, 0.191, 0.172, 0.132, 0.072, 0.090, 0.089, 0.132, 0.112, -0.037, -0.206, 0.031, -0.356, 0.153, -0.636, 0.204, 0.205, 0.168, 0.077, 0.068, 0.091, 0.107, 0.113, -0.062, -0.207, -0.001, -0.339, 0.131, -0.583, 0.166, 0.201, 0.179, 0.086, 0.075, 0.096, 0.118, 0.125, -0.036, -0.166, 0.044, -0.419, 0.175, -0.477, 0.132, 0.151, 0.163, 0.082, 0.061, 0.063, 0.113, 0.086, -0.037, -0.164, 0.000, -0.396, 0.185, -0.467, 0.123, 0.143, 0.169, 0.035, 0.046, 0.090, 0.141, 0.110]}

Record 2
{"formula": "CH6NS", "method": "the ωB97M-V functional and the def2-TZVPD basis", "relative_energy_kj_mol": 61.8, "orbital_gap_ha": [0.3876, 0.2562], "total_charge": 0, "s_squared": 0.753, "homo_ev": [-9.625, -9.235], "e_tot_ev": -13457.6756, "multiplicity": 2, "species": ["N", "H", "H", "H", "C", "S", "H", "H", "H"], "xyz": [[-2.4044, 0.2732, 1.0483], [-2.6587, -0.6781, 1.1799], [-2.0582, 0.7832, 1.8610], [-1.5163, 0.0865, 0.3863], [1.6484, 0.6851, 0.0146], [0.4603, -0.5654, -0.7098], [1.6128, 0.7525, 1.0136], [2.6834, 0.3644, -0.1512], [1.5124, 1.7154, -0.3590]], "nbo_charge": [-1.077, 0.358, 0.362, 0.348, -0.757, 0.091, 0.225, 0.228, 0.221]}

Record 3
{"formula": "C4H5NO2", "method": "the ωB97M-V functional and the def2-TZVPD basis", "relative_energy_kj_mol": 299.5, "orbital_gap_ha": 0.3576, "total_charge": 0, "smiles": "O=CN1CC=CO1", "homo_ev": -8.775, "e_tot_ev": -9811.2110, "multiplicity": 1, "species": ["O", "C", "C", "C", "N", "C", "O", "H", "H", "H", "H", "H"], "xyz": [[-0.2091, 1.0627, 0.8851], [-1.0711, 1.2376, -0.1544], [-1.2069, 0.1795, -0.9389], [-0.1255, -0.8021, -0.5959], [0.1804, -0.3660, 0.7710], [1.5248, -0.3435, 1.1746], [2.4464, -0.7406, 0.5105], [-1.4887, 2.2293, -0.2731], [-1.9562, 0.0373, -1.6961], [0.7592, -0.7078, -1.2484], [-0.4604, -1.8436, -0.6300], [1.6072, 0.0571, 2.1955]], "nbo_charge": [-0.357, 0.128, -0.318, -0.278, -0.189, 0.542, -0.532, 0.216, 0.231, 0.208, 0.219, 0.130]}